{
  "formula": "C6H9N3",
  "method": "ωB97M-V/def2-TZVPD",
  "homo_lumo_gap_ev": [7.8, 7.0],
  "e_tot_ev": -10831.6648,
  "homo_energy_ev": [-7.69, -7.49],
  "max_force_ev_per_a": 4.30,
  "e_above_lowest_kj_mol": 575.2,
  "total_charge": 0,
  "species": ["C", "C", "C", "C", "C", "C", "N", "N", "N", "H", "H", "H", "H", "H", "H", "H", "H", "H"],
  "positions_angstrom": [[-2.430, -1.354, 0.230], [-1.026, -1.440, 0.563], [-2.622, -0.129, -0.301], [-0.464, -0.203, 0.340], [2.246, 0.452, 0.465], [2.511, -0.633, -0.509], [2.557, 1.221, 1.366], [-1.472, 0.601, -0.129], [-1.373, 1.950, -0.546], [-3.205, -2.185, 0.270], [-0.480, -2.277, 1.096], [-3.485, 0.415, -0.654], [1.852, -0.434, -1.366], [2.166, -1.453, 0.138], [3.426, -0.632, -0.926], [3.497, 1.594, 1.418], [-1.019, 2.077, -1.535], [-0.679, 2.431, 0.079]]
}